Computed, not measured: a 3-piece molecular cluster, C4H17N2O2 overall in a non-equilibrium geometry, with ωB97M-V with the def2-TZVPD basis set.

Atoms and positions in Å:
C (-0.7245, -2.0661, -0.2927)
C (-1.6462, -0.8572, -0.1447)
C (-0.9524, 0.5069, 0.0459)
C (-1.0105, 1.0198, 1.4850)
N (-1.5124, 2.3972, 1.5452)
N (-0.0296, -1.9058, -1.6326)
H (0.0353, -2.1013, 0.4842)
H (-1.1731, -3.0639, -0.3086)
H (-2.2475, -1.0794, 0.7445)
H (-2.3851, -0.8224, -0.9458)
H (0.0726, 0.5181, -0.3256)
H (-1.4196, 1.1622, -0.6989)
H (0.0460, 1.1082, 1.7895)
H (-1.5218, 0.3686, 2.1968)
H (-1.2739, 2.7918, 2.4432)
H (-2.4876, 2.4994, 1.3122)
H (0.8141, -1.2678, -1.5094)
H (-0.5708, -1.4379, -2.3503)
H (0.3598, -2.7613, -2.0213)
H (3.0174, -1.0381, -1.2208)
H (2.2917, 0.0694, -0.4611)
O (2.2456, -0.9008, -0.6558)
H (3.2078, 1.9740, 0.5343)
H (2.1969, 2.4875, -0.3592)
O (2.4888, 1.6359, -0.0217)

Output
E_HOMO = -12.02 eV
Gap between HOMO and LUMO = 9.09 eV
Total charge = +1


Computed, not measured: C19H39N2O3P3Pb as an isolated structure in a non-equilibrium geometry, with ωB97M-V with the def2-TZVPD basis set.

Atoms and positions in Å:
P (-0.3765, -2.3983, 1.5432)
C (1.1769, -3.3660, 1.6656)
H (0.9983, -4.3083, 2.2029)
H (1.9283, -2.7843, 2.2198)
H (1.5589, -3.6025, 0.6631)
C (-0.6795, -2.0907, 3.3252)
H (-1.7024, -1.7221, 3.4927)
H (0.0531, -1.3390, 3.6659)
H (-0.5388, -3.0106, 3.9120)
C (-1.5868, -3.6717, 1.0642)
H (-1.6496, -4.4515, 1.8337)
H (-1.2719, -4.1329, 0.1175)
H (-2.5710, -3.1965, 0.9353)
P (-1.3805, -0.3161, -2.9449)
C (-0.3875, -1.0953, -4.2631)
H (-0.8515, -0.9148, -5.2406)
H (-0.3258, -2.1781, -4.0983)
H (0.6226, -0.6664, -4.2703)
C (-2.9843, -1.1787, -3.1717)
H (-3.7934, -0.6272, -2.6676)
H (-2.8963, -2.1921, -2.7519)
H (-3.2338, -1.2602, -4.2396)
C (-1.7347, 1.3232, -3.7062)
H (-2.2775, 1.1968, -4.6568)
H (-0.7919, 1.8535, -3.9143)
H (-2.3546, 1.9229, -3.0165)
P (0.9527, 2.5654, 0.4708)
C (2.6840, 2.8569, -0.0454)
H (3.0950, 3.7165, 0.5003)
H (2.7252, 3.0750, -1.1193)
H (3.2984, 1.9716, 0.1754)
C (0.1692, 4.1595, 0.0889)
H (0.8204, 4.9910, 0.3786)
H (-0.7865, 4.2494, 0.6198)
H (0.0051, 4.1932, -0.9959)
C (1.1609, 2.6066, 2.3066)
H (1.5294, 3.5919, 2.6396)
H (1.8942, 1.8398, 2.6148)
H (0.1927, 2.4058, 2.7993)
Pb (-0.8287, 0.1698, 0.0659)
C (0.1600, -2.1422, -1.3729)
O (0.7440, -3.0677, -1.7668)
C (0.9906, 1.0134, -2.0465)
O (1.8128, 1.2119, -2.8332)
C (-3.0156, 2.2111, 0.2621)
C (-2.5333, 2.0505, 1.5728)
C (-2.6993, 0.8197, 2.2305)
C (-3.3412, -0.2493, 1.5766)
C (-3.8176, -0.0799, 0.2685)
C (-3.6513, 1.1473, -0.3918)
H (-2.9242, 3.1797, -0.2482)
H (-2.0604, 2.8933, 2.0992)
H (-2.3520, 0.7094, 3.2666)
H (-3.5028, -1.2052, 2.0972)
H (-4.3477, -0.9071, -0.2230)
H (-4.0517, 1.2916, -1.4069)
C (5.2787, -0.5293, 1.5423)
N (3.8422, -0.4300, 1.5995)
C (2.9762, -0.5836, 0.5818)
N (3.4095, -0.9467, -0.6417)
O (1.7314, -0.3714, 0.7928)
H (5.6074, -0.7019, 0.5177)
H (5.6204, -1.3590, 2.1724)
H (5.7202, 0.4143, 1.8834)
H (3.4165, -0.2211, 2.4886)
H (2.7631, -1.1193, -1.3986)
H (4.3621, -1.2141, -0.8208)

Output
E_HOMO (alpha / beta) = -20.76 / -20.79 eV
Gap between HOMO and LUMO (alpha / beta) = 4.76 / 4.74 eV
Total charge = +4


Computed, not measured: a 2-piece molecular cluster, C2H8N3O2 overall in a non-equilibrium geometry, with ωB97M-V with the def2-TZVPD basis set.

Atoms and positions in Å:
C (0.4186, -0.3965, -0.2764)
C (-0.8997, 1.1604, -1.0842)
N (0.6657, -1.5771, -0.6548)
N (-0.4335, 0.4974, 0.0672)
N (1.9849, -0.2112, 2.5747)
O (-0.6700, 0.9269, 1.1895)
O (1.7109, -0.0015, 1.2634)
H (-1.9171, 1.3525, -1.2895)
H (-0.5422, 2.2352, -1.0169)
H (-0.2832, 0.8196, -1.8526)
H (1.5959, -1.7471, -1.0219)
H (-0.0778, -2.3047, -0.7695)
H (2.7118, -0.8442, 2.6884)
H (1.2146, -0.6046, 3.0455)
H (2.5291, 0.2975, 0.8941)

Output
E_HOMO (alpha / beta) = -13.05 / -13.05 eV
Gap between HOMO and LUMO (alpha / beta) = 8.32 / 8.32 eV
Total charge = +1


Computed, not measured: a single C25H19N3O3S2 molecule in a non-equilibrium geometry, with ωB97M-V with the def2-TZVPD basis set.

Atoms and positions in Å:
C (-4.9956, -4.9912, 1.2694)
C (-3.9979, -4.1160, 0.7377)
C (-2.6370, -4.5027, 0.9929)
C (-1.5685, -3.5043, 0.5254)
C (-1.8503, -2.3027, -0.2936)
C (-3.1907, -1.8900, -0.3102)
C (-4.2334, -2.6189, 0.1916)
C (-5.5796, -2.5296, -0.0355)
H (-5.9507, -2.8272, -0.9740)
H (-6.3010, -2.8752, 0.7642)
H (-5.6760, -1.4538, 0.2360)
N (-3.3332, -0.8714, -0.9296)
C (-4.2410, -0.6344, -2.2827)
O (-4.8940, -1.5913, -2.5182)
C (-4.1805, 0.6970, -2.7056)
H (-4.1483, 1.6398, -1.7576)
H (-5.2307, 1.0428, -3.2911)
S (-2.8993, 1.1488, -3.7880)
C (-1.5854, 1.1263, -2.7341)
N (-1.5816, 1.2358, -1.3571)
C (-0.2578, 1.3703, -0.9706)
C (0.0195, 1.4308, 0.6295)
C (1.2574, 1.5598, 0.9683)
C (2.2439, 2.0045, 0.0735)
C (2.1126, 1.6920, -1.4700)
C (0.6130, 1.6538, -1.8507)
S (-0.0131, 1.8076, -3.6054)
H (2.7528, 2.0484, -2.0677)
N (3.5867, 2.2836, 0.4191)
C (4.1437, 1.4750, 1.3749)
O (3.7696, 0.3769, 2.0051)
C (5.6321, 1.9790, 1.4098)
C (6.5716, 1.6798, 2.3783)
C (7.7691, 2.5458, 2.1397)
C (7.8756, 3.5760, 1.3015)
C (6.7817, 3.7190, 0.6683)
C (5.7047, 2.9588, 0.4847)
C (4.2662, 3.3340, 0.0321)
O (4.0721, 3.9439, -0.9652)
H (6.9519, 4.6843, -0.0292)
H (8.6187, 4.2073, 1.3239)
H (8.6301, 2.4070, 3.1177)
H (6.5832, 0.9776, 3.0440)
H (1.5164, 1.6773, 1.8122)
H (-0.6719, 1.0603, 1.1690)
H (-2.9506, -0.0756, -0.8849)
H (-1.2087, -1.5595, -0.4594)
H (-0.6457, -3.6631, 0.6440)
H (-2.2203, -5.4283, 1.4437)
H (-4.3519, -5.9103, 1.6484)
H (-5.6052, -5.3089, 0.4176)
H (-5.4728, -4.6890, 2.0582)

Output
E_HOMO = -7.67 eV
Gap between HOMO and LUMO = 6.88 eV


It is found that the ΔE to the lowest compared entry with this formula, charge and spin values, taken in the order of the records, are 1.032 0.012 8.808 19.642 eV.